<1>
Here is a cluster of 3 separate species, C6H16N in total from the OMol25 dataset. Energies are from ωB97M-V/def2-TZVPD.

Its HOMO energy is -13.9 eV. The total charge is +1.

Each line ends with the Mulliken charge.
Geometry (Å):
C: -0.537 0.520 -2.207  -1.266
C: -0.348 -0.581 -1.231  -0.507
C: -0.921 -0.671 0.010  0.383
C: 0.776 -1.636 0.699  -0.976
C: -1.385 0.531 0.762  -0.401
C: -1.138 0.531 2.269  -1.303
N: 2.688 0.652 -0.752  -0.598
H: -0.637 1.509 -1.767  0.320
H: -1.382 0.259 -2.852  0.359
H: 0.311 0.589 -2.894  0.415
H: 0.011 -1.439 -1.792  0.522
H: -1.453 -1.594 0.253  0.578
H: 0.337 -2.418 1.304  0.336
H: 1.307 -0.822 1.169  0.417
H: 1.364 -2.035 -0.119  0.421
H: -2.469 0.665 0.684  0.365
H: -1.006 1.464 0.342  0.281
H: -0.112 0.281 2.549  0.295
H: -1.731 -0.238 2.775  0.343
H: -1.416 1.442 2.793  0.382
H: 1.771 0.675 -0.321  0.145
H: 3.372 1.048 -0.121  0.249
H: 2.599 1.268 -1.552  0.240


<2>
Here is the ion C6H16N with charge +1 from the OMol25 dataset. Energies are from ωB97M-V/def2-TZVPD.

Its HOMO energy is -15.2 eV. The total charge is +1.

Each line ends with the Mulliken charge.
Geometry (Å):
C: -1.532 1.343 0.620  -1.396
C: -1.466 0.113 -0.276  0.659
C: -1.435 0.499 -1.745  -1.537
C: -0.344 -0.895 0.098  -0.983
C: 0.942 -0.369 0.716  0.106
C: 1.969 -1.422 1.025  -1.449
N: 1.579 0.537 -0.352  -0.326
H: -0.551 1.821 0.676  0.264
H: -2.231 2.076 0.241  0.429
H: -1.787 1.072 1.640  0.361
H: -2.363 -0.488 -0.130  0.350
H: -0.704 1.278 -2.005  0.297
H: -2.411 0.874 -2.050  0.436
H: -1.282 -0.360 -2.389  0.411
H: -0.038 -1.424 -0.820  0.295
H: -0.706 -1.694 0.744  0.457
H: 0.753 0.342 1.513  0.409
H: 1.773 -2.000 1.933  0.371
H: 2.966 -0.991 1.167  0.425
H: 2.067 -2.156 0.214  0.346
H: 2.512 0.868 -0.097  0.372
H: 1.064 1.390 -0.580  0.317
H: 1.699 0.032 -1.237  0.386


Which is most stable, and by how much? <2>, by 0.1287 hartree.


<1>
Here is a cluster of 3 separate species, C6H16N in total from the OMol25 dataset. Energies are from ωB97M-V/def2-TZVPD.

Its HOMO energy is -13.3 eV. The total charge is +1.

Each line ends with the Mulliken charge.
Geometry (Å):
C: -0.642 1.079 -2.064  -1.132
C: -1.003 -0.212 -1.377  -0.288
C: -1.496 -0.245 -0.096  -0.249
C: 0.754 -0.937 -0.434  -0.937
C: -1.258 0.820 0.924  -0.379
C: -1.571 0.334 2.357  -1.336
N: 4.045 -0.736 0.313  -0.648
H: -0.039 1.061 -2.965  0.387
H: -0.029 1.686 -1.396  0.301
H: -1.571 1.599 -2.317  0.335
H: -0.987 -1.047 -2.073  0.569
H: -1.842 -1.194 0.297  0.493
H: 0.874 -0.188 0.329  0.381
H: 1.397 -0.945 -1.303  0.450
H: 0.391 -1.873 -0.026  0.442
H: -1.922 1.667 0.687  0.415
H: -0.278 1.299 0.931  0.470
H: -2.353 -0.423 2.309  0.375
H: -2.060 1.099 2.958  0.365
H: -0.706 -0.119 2.836  0.308
H: 4.945 -1.197 0.370  0.242
H: 4.194 0.103 0.867  0.225
H: 3.299 -1.257 0.751  0.211


<2>
Here is the ion C6H16N with charge +1 from the OMol25 dataset. Energies are from ωB97M-V/def2-TZVPD.

Its HOMO energy is -15.0 eV. The total charge is +1.

Each line ends with the Mulliken charge.
Geometry (Å):
C: 1.802 -1.183 0.547  -1.371
C: 0.549 -0.714 1.252  0.636
C: 0.821 0.582 2.034  -1.558
C: -0.653 -0.561 0.310  -1.090
C: -0.394 0.423 -0.837  0.219
C: -0.318 -0.257 -2.188  -1.491
N: -1.610 1.385 -0.897  -0.295
H: 1.966 -0.776 -0.451  0.254
H: 2.681 -0.937 1.151  0.385
H: 1.866 -2.263 0.414  0.361
H: 0.227 -1.504 1.944  0.382
H: -0.078 1.137 2.305  0.361
H: 1.475 1.216 1.432  0.387
H: 1.374 0.351 2.939  0.412
H: -1.466 -0.173 0.932  0.456
H: -0.922 -1.535 -0.099  0.367
H: 0.425 1.100 -0.628  0.303
H: -1.105 -1.002 -2.291  0.411
H: 0.613 -0.821 -2.229  0.324
H: -0.280 0.421 -3.033  0.477
H: -1.479 2.092 -1.622  0.380
H: -1.721 1.823 0.018  0.343
H: -2.485 0.892 -1.088  0.348


Which is most stable, and by how much? <2>, by 0.1213 hartree.


<1>
Here is a cluster of 2 separate species, C6H16N in total from the OMol25 dataset. Energies are from ωB97M-V/def2-TZVPD.

Its HOMO energy is -13.6 eV. The total charge is +1.

Each line ends with the Mulliken charge.
Geometry (Å):
C: 1.236 -1.970 -1.939  -1.392
C: 0.660 -0.727 -1.333  0.670
C: -0.235 -0.827 -0.281  -0.716
C: 1.455 -0.174 0.015  -0.468
C: 1.236 1.296 0.320  -0.608
C: 0.441 1.622 1.585  -1.166
N: -3.698 0.327 0.824  -0.727
H: 1.429 -2.722 -1.165  0.344
H: 2.207 -1.770 -2.395  0.369
H: 0.578 -2.442 -2.665  0.373
H: 0.548 0.086 -2.043  0.344
H: -0.409 -1.678 0.371  0.239
H: -0.946 -0.027 -0.109  0.422
H: 1.626 -0.742 0.924  0.452
H: 2.450 -0.238 -0.439  0.405
H: 0.811 1.852 -0.508  0.327
H: 2.215 1.760 0.455  0.371
H: 0.193 2.678 1.550  0.334
H: -0.513 1.099 1.671  0.351
H: 1.020 1.429 2.487  0.340
H: -3.950 0.531 1.789  0.247
H: -4.067 1.108 0.285  0.238
H: -4.286 -0.470 0.600  0.251


<2>
Here is the ion C6H16N with charge +1 from the OMol25 dataset. Energies are from ωB97M-V/def2-TZVPD.

Its HOMO energy is -13.7 eV. The total charge is +1.

Each line ends with the Mulliken charge.
Geometry (Å):
C: 1.322 -0.825 2.750  -1.126
C: -0.062 -0.460 2.224  -0.689
C: -0.197 -0.505 0.673  -0.246
C: 0.044 0.924 0.058  -0.631
C: 0.466 0.992 -1.410  -0.954
C: -0.127 -0.069 -2.330  -0.544
N: -1.579 -0.148 -2.194  -0.173
H: 1.597 -0.638 3.854  0.331
H: 1.561 -1.821 2.461  0.334
H: 2.110 -0.152 2.227  0.241
H: 0.043 0.622 2.624  0.198
H: -1.027 -0.776 2.661  0.435
H: 0.543 -1.142 0.267  0.403
H: -1.240 -0.744 0.589  0.103
H: -0.829 1.399 0.317  0.386
H: 0.823 1.495 0.702  0.414
H: 0.393 1.994 -1.906  0.439
H: 1.543 0.917 -1.450  0.392
H: 0.487 -0.945 -2.173  0.328
H: 0.174 0.455 -3.280  0.333
H: -2.097 0.648 -2.324  0.340
H: -1.892 -0.693 -2.991  0.400
H: -2.057 -0.528 -1.349  0.288


Which is most stable, and by how much? <2>, by 0.0028 hartree.


<1>
Here is an isolated molecule of C7H12S from the OMol25 dataset. Energies are from ωB97M-V/def2-TZVPD.

Its HOMO energy (spin up / spin down) is -6.9 / -7.9 eV.

Each line ends with the Mulliken charge.
Geometry (Å):
C: 0.502 1.608 -0.642  -0.555
C: 0.378 1.702 0.819  -0.551
C: 0.069 0.397 0.109  0.840
C: 1.111 -0.589 0.301  0.127
C: 0.888 -1.775 1.135  -1.299
C: -2.050 0.448 -1.178  -1.628
C: -1.371 -0.025 0.063  -0.374
S: 2.681 -0.310 -0.443  -0.176
H: -0.471 1.957 -1.116  0.088
H: 1.481 1.714 -1.250  0.305
H: 1.321 1.496 1.318  0.256
H: 1.512 -2.479 0.669  0.487
H: -0.110 -2.090 1.104  0.363
H: 1.079 -1.509 2.178  0.260
H: -1.567 0.156 -2.057  0.394
H: -2.159 1.543 -1.067  0.389
H: -3.083 0.098 -1.157  0.444
H: -1.420 -1.186 0.130  0.186
H: -2.089 0.182 0.904  0.299
H: 3.298 -1.337 0.179  0.145


<2>
Here is an isolated molecule of C7H12S from the OMol25 dataset. Energies are from ωB97M-V/def2-TZVPD.

Its HOMO energy is -9.2 eV.

Each line ends with the Mulliken charge.
Geometry (Å):
C: -2.079 -0.112 -2.343  0.229
C: -1.606 0.049 -1.226  -0.714
C: -1.078 0.003 0.132  -0.650
S: -1.665 -1.622 1.122  -0.196
C: 0.511 0.089 0.215  1.669
C: 0.923 0.064 1.711  -2.060
C: 0.870 1.445 -0.396  -1.516
C: 0.948 -1.123 -0.618  -1.717
H: -2.303 -0.078 -3.377  0.469
H: -1.402 0.802 0.897  0.494
H: -2.781 -1.039 1.603  0.166
H: 1.094 -0.827 2.228  0.428
H: 1.892 0.494 1.676  0.518
H: 0.370 0.590 2.408  0.481
H: 1.356 1.314 -1.423  0.287
H: 0.001 2.026 -0.501  0.396
H: 1.527 1.970 0.223  0.448
H: 1.025 -0.888 -1.705  0.357
H: 0.379 -1.914 -0.267  0.476
H: 2.020 -1.244 -0.360  0.435


<3>
Here is an isolated molecule of C7H12S from the OMol25 dataset. Energies are from ωB97M-V/def2-TZVPD.

Its HOMO energy (spin up / spin down) is -6.9 / -7.7 eV.

Each line ends with the Mulliken charge.
Geometry (Å):
C: 0.196 -1.261 -1.582  -0.404
C: 1.395 -0.403 -1.401  -0.848
C: 0.142 -0.167 -0.526  0.435
C: 0.705 -0.520 0.757  0.555
C: 1.096 0.652 1.567  -1.356
C: -2.227 0.682 -0.261  -1.036
C: -0.782 1.013 -0.703  -0.662
S: 0.741 -2.098 1.413  -0.222
H: -0.401 -1.215 -2.444  0.342
H: 0.268 -2.200 -1.140  0.222
H: 2.456 -0.825 -1.197  0.252
H: 1.964 0.550 2.230  0.391
H: 0.299 1.104 2.242  0.337
H: 1.392 1.678 1.145  0.346
H: -2.431 -0.472 -0.597  0.228
H: -3.017 1.299 -0.589  0.418
H: -2.374 0.708 0.906  0.206
H: -0.397 1.841 -0.182  0.325
H: -0.814 1.372 -1.831  0.323
H: 1.788 -1.737 2.193  0.147


Which is most stable, and by how much? <2>, by 0.0788 hartree.


<1>
Here is a cluster of 2 separate species, C4HNO2 in total from the OMol25 dataset. Energies are from ωB97M-V/def2-TZVPD.

Its HOMO energy (spin up / spin down) is -9.2 / -9.2 eV.

Each line ends with the Mulliken charge.
Geometry (Å):
C: 0.422 -0.572 -0.121  0.083
C: -1.091 1.519 -0.209  0.004
C: -3.300 0.647 -0.109  -0.313
C: -4.194 -0.213 0.036  0.683
N: -0.161 -1.499 -0.419  -0.344
O: -2.124 1.017 -0.258  0.039
O: -5.209 -0.757 0.158  -0.445
H: 0.812 0.204 0.538  0.292


<2>
Here is an isolated molecule of C4HNO2 from the OMol25 dataset. Energies are from ωB97M-V/def2-TZVPD.

Its HOMO energy is -11.3 eV.

Each line ends with the Mulliken charge.
Geometry (Å):
N: 3.583 0.162 -0.268  -0.362
C: 2.415 -0.277 0.014  0.161
C: 1.055 -0.674 0.306  0.222
C: -0.174 -0.517 0.293  0.230
C: -1.448 -0.280 0.034  0.300
O: -2.246 -1.092 -0.297  -0.422
O: -1.983 1.047 0.018  -0.445
H: -1.203 1.632 -0.100  0.316


Which is most stable, and by how much? <2>, by 0.1438 hartree.


<1>
Here is an isolated molecule of CH3N3O3 from the OMol25 dataset. Energies are from ωB97M-V/def2-TZVPD.

Its HOMO energy is -11.0 eV.

Each line ends with the Mulliken charge.
Geometry (Å):
O: -2.004 -0.437 0.030  -0.524
C: -1.360 0.231 -0.752  0.193
N: -0.101 0.672 -0.557  0.050
N: 0.497 0.310 0.647  -0.421
N: 1.368 -0.829 0.656  1.095
O: 1.953 -0.954 -0.362  -0.556
O: 1.449 -1.364 1.749  -0.570
H: -1.815 0.851 -1.678  0.241
H: 0.278 1.448 -0.951  0.189
H: -0.266 0.071 1.218  0.302


<2>
Here is a cluster of 2 separate species, CH3N3O3 in total from the OMol25 dataset. Energies are from ωB97M-V/def2-TZVPD.

Its HOMO energy (spin up / spin down) is -10.7 / -10.6 eV.

Each line ends with the Mulliken charge.
Geometry (Å):
C: 0.317 1.694 -0.040  0.218
N: 1.522 -1.790 0.155  -0.468
N: 0.096 0.446 -0.035  -0.318
N: -1.095 -0.129 -0.067  1.315
O: 1.245 2.426 0.110  -0.389
O: -2.021 0.615 -0.094  -0.670
O: -1.178 -1.333 -0.157  -0.590
H: -0.871 2.036 -0.238  0.337
H: 1.047 -1.975 -0.702  0.287
H: 0.939 -1.990 1.069  0.277


Which is most stable, and by how much? <1>, by 0.1722 hartree.


<1>
Here is a structure of composition C3H4N2S from the OMol25 dataset. Energies are from ωB97M-V/def2-TZVPD.

Its HOMO energy is -8.8 eV.

Each line ends with the Mulliken charge.
Geometry (Å):
C: -1.167 -0.714 -1.873  0.478
C: -0.825 1.879 -1.281  -0.423
C: 0.004 -0.832 0.269  -0.840
N: -1.774 -0.174 -2.807  -0.522
N: -0.496 -0.374 -0.933  -0.171
S: -1.783 1.550 -2.524  0.103
H: -0.706 2.828 -0.911  0.385
H: 0.926 -0.539 0.714  0.277
H: -0.705 -0.619 1.016  0.326
H: 0.012 -1.865 0.099  0.385


<2>
Here is an isolated molecule of C3H4N2S from the OMol25 dataset. Energies are from ωB97M-V/def2-TZVPD.

Its HOMO energy is -8.9 eV.

Each line ends with the Mulliken charge.
Geometry (Å):
N: 1.976 -1.271 -1.149  -0.394
C: 1.476 -0.467 -0.484  0.218
C: 0.788 0.484 0.410  -0.403
C: -0.721 0.429 0.274  0.238
N: -1.264 -0.659 -0.295  -0.362
S: -1.565 1.706 0.887  -0.315
H: 1.061 0.264 1.431  0.264
H: 1.155 1.525 0.220  0.300
H: -2.221 -0.620 -0.550  0.221
H: -0.685 -1.391 -0.744  0.232


Which is most stable, and by how much? <2>, by 0.1805 hartree.


<1>
Here is an isolated molecule of C3H4N2S from the OMol25 dataset. Energies are from ωB97M-V/def2-TZVPD.

Its HOMO energy is -8.8 eV.

Each line ends with the Mulliken charge.
Geometry (Å):
N: 2.467 -1.131 -0.679  -0.358
C: 1.577 -0.752 -0.056  0.353
C: 0.541 -0.117 0.781  -0.518
N: -0.281 0.662 -0.129  -0.213
C: -1.463 0.323 -0.550  -0.022
S: -2.207 -1.100 -0.066  -0.359
H: 1.007 0.621 1.446  0.243
H: -0.064 -0.885 1.302  0.288
H: 0.331 1.451 -0.610  0.329
H: -1.907 0.927 -1.438  0.257


<2>
Here is a structure of composition C3H4N2S from the OMol25 dataset. Energies are from ωB97M-V/def2-TZVPD.

Its HOMO energy is -8.6 eV.

Each line ends with the Mulliken charge.
Geometry (Å):
C: 0.167 0.259 0.022  0.619
C: -1.242 -0.154 0.023  -0.430
C: -2.353 -0.703 -0.007  -0.091
H: 2.304 0.914 0.389  0.227
H: 0.584 -1.766 -0.465  0.380
H: -0.259 2.166 0.182  0.245
H: -3.416 -0.991 -0.245  0.373
N: 0.992 -0.772 0.252  -0.403
N: 0.564 1.496 -0.091  -0.724
S: 2.658 -0.449 -0.061  -0.196


Which is most stable, and by how much? <1>, by 0.1210 hartree.